This record from the Open Molecules 2025 dataset describes C22H26N2O5 in the gas phase. The level of theory is ωB97M-V with the def2-TZVPD basis set.

Calculated values
SMILES = COCCn1c(C)cc(C(=O)COC(=O)c2ccc(N3CCCC3=O)cc2)c1C
Lowest unoccupied orbital energy = 0.27 eV
Charge = 0
Kohn-Sham gap = 0.31083 hartree
F_max = 0.9 eV/Å
Energy above the lowest of the compared OMol25 structures with the same formula, charge and spin = 167.1 kJ/mol

Cartesian coordinates (Å):
C1 0.45125 4.62351 0.87173
H1 -0.52101 4.18728 0.60858
O1 1.47456 4.11845 0.05360
C2 1.63525 2.72659 0.16532
C3 2.79390 2.30332 -0.74789
N1 2.94639 0.87599 -0.76396
C4 3.68917 0.15486 0.11599
C5 3.45504 -1.19305 -0.12741
C6 2.54468 -1.25741 -1.22107
C7 2.25176 0.02006 -1.59092
C8 1.37239 0.49870 -2.69069
H2 0.57260 1.13718 -2.31625
H3 1.94032 1.06232 -3.43181
H4 0.92389 -0.35998 -3.18213
H5 2.18809 -2.14325 -1.70635
C9 3.95844 -2.29629 0.66640
O2 4.98302 -2.27563 1.31762
C10 3.04027 -3.52382 0.69745
H6 3.32008 -4.16313 1.53967
O3 1.70041 -3.08266 0.86814
C11 0.78102 -3.48361 -0.02079
O4 0.97121 -4.34620 -0.84468
C12 -0.47379 -2.71052 0.10630
C13 -1.63558 -3.18089 -0.50112
C14 -2.80243 -2.44917 -0.45329
C15 -2.83305 -1.21503 0.20104
C16 -1.66424 -0.74230 0.80501
C17 -0.50141 -1.48231 0.76044
H7 0.39742 -1.10809 1.22503
H8 -1.66001 0.20256 1.32558
N2 -3.99838 -0.44748 0.23899
C18 -5.27809 -0.90918 0.06744
O5 -5.60840 -2.04247 -0.17907
C19 -6.22151 0.26477 0.27333
C20 -5.32589 1.48759 0.12897
H9 -5.27496 1.79350 -0.91665
H10 -5.65922 2.33619 0.72256
C21 -3.96523 0.96286 0.58850
H11 -3.84587 1.08554 1.67242
H12 -3.13531 1.45978 0.08134
H13 -6.64007 0.18535 1.27903
H14 -7.04316 0.22712 -0.43863
H15 -3.69696 -2.82870 -0.91659
H16 -1.60531 -4.12898 -1.01574
H17 3.12387 -4.09573 -0.23503
C22 4.56056 0.77324 1.14566
H18 5.37019 1.33296 0.67616
H19 5.00057 -0.01557 1.74921
H20 4.00421 1.45288 1.79078
H21 2.58907 2.66632 -1.75697
H22 3.71428 2.77239 -0.39539
H23 1.84995 2.44528 1.20837
H24 0.71139 2.20543 -0.13541
H25 0.42331 5.69798 0.70595
H26 0.65132 4.42143 1.93125